# 1
Here is 2 unconnected molecules or ions with the total composition C6H12N2 at a distorted geometry from OMol25. Energies are from ωB97M-V/def2-TZVPD.

ORCA input file:
```
! RIJCOSX wB97M-V def2-TZVPD def2/J DEFGRID3
* xyz 0 1
C -0.748 -0.775 -1.879
C -0.241 0.424 -1.131
C 1.497 0.248 -0.463
N -0.637 1.607 -1.217
N 2.293 1.216 -0.608
H -1.389 1.771 -1.891
H 2.016 2.087 -0.161
H 1.694 -0.755 -0.824
H -0.888 -1.630 -1.218
H -0.024 -1.058 -2.647
H -1.707 -0.566 -2.361
C -0.373 -1.420 1.535
C 0.122 -0.030 1.302
C -0.320 1.109 1.824
H 1.301 -0.060 0.984
H -1.427 -1.500 1.267
H -0.240 -1.698 2.583
H 0.189 -2.147 0.947
H -1.260 1.118 2.360
H 0.142 2.058 1.598
*
```

- F_max (eV/A) = 5.8
- SMILES string = [H]/N=C\C(C)=N\[H].C=CC
- calculated total energy (eV) = -9391.50665
- orbital gap (hartree) = 0.316

These are the Löwdin partial charges, in e, on atoms 1 to 4: C -0.06; C -0.36; C -0.29; N 0.11

***

# 2
Here is 2 unconnected molecules or ions with the total composition C6H12N2 at a distorted geometry from OMol25. Energies are from ωB97M-V/def2-TZVPD.

ORCA input file:
```
! RIJCOSX wB97M-V def2-TZVPD def2/J DEFGRID3
* xyz 1 2
C -0.420 1.317 1.114
C 0.587 1.485 0.251
C -0.797 3.306 2.134
N -1.294 2.321 1.523
H -0.588 0.359 1.592
H 0.709 2.424 -0.267
H 1.406 0.786 0.311
H -1.465 4.096 2.463
H 0.270 3.382 2.342
C -1.544 -1.848 -1.314
C -0.224 -2.087 -0.730
C 0.935 -1.500 -1.219
N 2.145 -1.481 -0.675
H -1.495 -1.320 -2.262
H -2.141 -2.757 -1.374
H -2.069 -1.197 -0.599
H -0.169 -2.751 0.122
H 0.925 -0.898 -2.121
H 2.895 -1.491 -1.363
H 2.334 -2.147 0.073
*
```

- F_max (eV/A) = 2.2
- calculated total energy (eV) = -9386.82372
- orbital gap (spin up / spin down) (hartree) = 0.313 / 0.177

These are the Löwdin partial charges, in e, on atoms 1 to 4: C -0.26; C -0.01; C -0.01; N -0.02

***

# 3
Here is a single C6H12N2O molecule at a distorted geometry from OMol25. Energies are from ωB97M-V/def2-TZVPD.

ORCA input file:
```
! RIJCOSX wB97M-V def2-TZVPD def2/J DEFGRID3
* xyz 0 1
C -1.899 -1.714 -1.218
C -0.718 -0.694 -0.738
C -0.467 0.734 1.135
C 0.779 0.210 1.730
C 1.430 1.623 1.626
C 0.340 1.865 0.501
H -1.946 -1.628 -2.268
H -2.734 -1.533 -0.537
H -1.531 -2.705 -0.908
H -1.057 1.274 1.951
H 1.377 -0.557 1.169
H 0.737 -0.019 2.756
H 1.235 2.344 2.459
H 2.527 1.400 1.117
H -0.098 2.817 0.258
H 0.824 1.703 -0.422
H 0.347 -2.218 -2.428
H 1.366 -0.972 -2.732
N 0.382 -0.656 -1.241
N 0.291 -1.143 -2.625
O -1.184 -0.130 0.416
*
```

- F_max (eV/A) = 7.3
- SMILES string = C/C(=N\N)OC1CCC1
- calculated total energy (eV) = -11439.94621
- orbital gap (hartree) = 0.381

These are the Löwdin partial charges, in e, on atoms 1 to 4: C 0.03; C -0.40; C -0.40; C -0.17

***

# 4
Here is 2 unconnected molecules or ions with the total composition C6H12N2O at a distorted geometry from OMol25. Energies are from ωB97M-V/def2-TZVPD.

ORCA input file:
```
! RIJCOSX wB97M-V def2-TZVPD def2/J DEFGRID3
* xyz 0 1
C -1.737 0.888 -1.207
C -1.039 0.328 1.574
C -1.411 -0.734 0.600
O -1.905 -0.407 -0.671
N -1.430 -1.952 0.886
H -1.758 -2.459 0.035
H -0.706 1.028 -1.544
H -2.414 0.957 -2.051
H -1.995 1.672 -0.485
H -1.891 0.979 1.766
H -0.216 0.933 1.196
H -0.741 -0.162 2.496
N 2.020 1.340 0.700
C 1.857 0.699 -0.546
C 1.664 -1.871 -0.870
C 1.768 -0.589 -0.719
H 2.629 2.147 0.653
H 2.322 0.699 1.424
H 1.743 1.382 -1.381
H 0.726 -2.389 -0.725
H 2.514 -2.487 -1.128
*
```

- F_max (eV/A) = 1.6
- SMILES string = [H]/N=C(/C)OC.C=C=CN
- calculated total energy (eV) = -11441.91136
- orbital gap (hartree) = 0.343

These are the Löwdin partial charges, in e, on atoms 1 to 4: C -0.09; C -0.02; C -0.51; O -0.11

***

# 5
Here is 2 unconnected molecules or ions with the total composition C6H12N2O at a distorted geometry from OMol25. Energies are from ωB97M-V/def2-TZVPD.

ORCA input file:
```
! RIJCOSX wB97M-V def2-TZVPD def2/J DEFGRID3
* xyz 0 1
C 0.049 0.988 -0.273
C 0.682 2.386 -0.803
C 0.418 -0.216 -0.965
C -0.163 -1.389 -1.509
C 2.053 -1.395 -1.957
N 1.806 -0.349 -1.181
N 0.876 -2.097 -2.154
H 0.117 0.916 0.801
H -1.053 1.018 -0.219
H 0.548 2.408 -1.828
H -1.197 -1.761 -1.339
H 3.047 -1.587 -2.409
H 0.813 -3.062 -2.529
H 1.790 2.273 -0.766
H 0.292 3.241 -0.323
C -1.486 -0.180 3.280
O -2.124 0.078 2.057
H -2.261 -0.549 1.407
H -0.444 -0.085 3.176
H -1.996 0.582 3.911
H -1.768 -1.221 3.621
*
```

- F_max (eV/A) = 5.1
- SMILES string = CCc1c[nH]cn1.CO
- calculated total energy (eV) = -11442.47115
- orbital gap (hartree) = 0.339

These are the Löwdin partial charges, in e, on atoms 1 to 4: C -0.20; C -0.05; C -0.30; C -0.05

***

# 6
Here is a single C6H12N2O molecule at a distorted geometry from OMol25. Energies are from ωB97M-V/def2-TZVPD.

ORCA input file:
```
! RIJCOSX wB97M-V def2-TZVPD def2/J DEFGRID3
* xyz 0 1
C -1.566 -0.228 -1.839
C 0.714 -1.372 1.718
C 2.058 0.127 0.374
N -0.658 0.515 -0.988
N 0.706 -0.175 0.853
C -0.565 0.273 0.357
C 0.243 1.530 -1.507
C -1.674 0.341 1.113
O 0.343 1.810 -2.692
H 0.616 2.222 -0.734
H -1.194 -0.245 -2.868
H -1.654 -1.259 -1.480
H -2.541 0.269 -1.842
H 1.548 -1.368 2.428
H -0.168 -1.462 2.357
H 2.806 -0.105 1.141
H 2.201 1.188 0.159
H 2.281 -0.499 -0.498
H 0.796 -2.274 1.102
H -2.625 0.633 0.682
H -1.669 0.080 2.164
*
```

- F_max (eV/A) = 4.4
- SMILES string = C=C(N(C)C)N(C)C=O
- calculated total energy (eV) = -11442.58277
- orbital gap (hartree) = 0.329

These are the Löwdin partial charges, in e, on atoms 1 to 4: C -0.03; C -0.08; C -0.08; N -0.10

***

# 7
Here is a molecular structure, C6H12N2O at a distorted geometry from OMol25. Energies are from ωB97M-V/def2-TZVPD.

ORCA input file:
```
! RIJCOSX wB97M-V def2-TZVPD def2/J DEFGRID3
* xyz 0 1
C -2.529 0.184 -0.285
C -0.396 -0.008 1.135
C 0.784 -0.990 1.001
C 0.918 -0.689 -0.473
C -0.181 0.245 -0.820
C -0.066 1.181 0.271
H -2.757 1.174 -0.011
H -2.937 0.139 -1.246
H -3.004 -0.590 0.373
H -1.045 -0.203 2.070
H 0.590 -2.041 1.207
H 1.701 -0.757 1.622
H 0.748 -1.822 -0.890
H 2.988 -0.825 -0.481
H 2.394 0.354 -1.514
H -0.606 0.313 -1.983
H -0.815 1.736 0.220
H 1.886 1.374 -0.115
N -1.221 -0.430 -0.071
N 2.345 -0.084 -0.518
O 1.205 1.740 0.508
*
```

- F_max (eV/A) = 8.4
- calculated total energy (eV) = -11438.89991
- orbital gap (hartree) = 0.345

These are the Löwdin partial charges, in e, on atoms 1 to 4: C -0.08; C -0.16; C -0.11; C -0.31

***

# 8
Here is a single C6H12N2O molecule at a distorted geometry from OMol25. Energies are from ωB97M-V/def2-TZVPD.

ORCA input file:
```
! RIJCOSX wB97M-V def2-TZVPD def2/J DEFGRID3
* xyz 0 1
C -2.474 1.573 -0.503
C -1.227 -0.514 -0.092
C -1.556 -0.747 1.235
O -2.215 0.385 -0.996
H -1.120 -1.384 -0.728
H -2.966 1.604 0.477
H -1.047 1.971 -0.054
H -2.678 2.338 -1.249
H -1.582 -1.759 1.607
H -1.691 0.060 1.939
C 2.554 0.487 -0.293
C 1.430 -1.686 -0.051
N 1.314 -0.277 -0.396
C 0.164 0.421 -0.156
N 0.064 1.657 -0.008
H 0.669 -2.286 -0.545
H 3.332 -0.018 -0.868
H 2.882 0.587 0.749
H 2.391 1.482 -0.702
H 1.354 -1.854 1.030
H 2.400 -2.041 -0.395
*
```

- F_max (eV/A) = 2.2
- calculated total energy (eV) = -11439.01697
- orbital gap (spin up / spin down) (hartree) = 0.305 / 0.240

These are the Löwdin partial charges, in e, on atoms 1 to 4: C -0.13; C -0.24; C 0.04; O -0.12

***

# 9
Here is 2 unconnected molecules or ions with the total composition C6H12N2O at a distorted geometry from OMol25. Energies are from ωB97M-V/def2-TZVPD.

ORCA input file:
```
! RIJCOSX wB97M-V def2-TZVPD def2/J DEFGRID3
* xyz 0 1
C 0.959 -1.080 -0.498
C 1.150 0.582 1.461
C 0.824 0.057 -1.468
C 1.241 1.681 0.424
C 0.294 -0.396 0.729
C -3.060 -1.079 -0.396
N 0.299 1.161 -0.784
N -0.640 0.368 -0.018
O -4.059 -0.534 0.012
H 0.213 -1.812 -0.708
H 1.918 -1.601 -0.366
H 2.078 0.129 1.687
H 0.545 0.823 2.370
H 1.767 0.162 -2.046
H 0.088 -0.303 -2.145
H 0.713 2.633 0.780
H 2.273 2.050 0.207
H -0.237 -1.090 1.449
H -3.126 -1.707 -1.388
H -2.029 -0.898 0.006
H -1.210 0.856 0.691
*
```

- F_max (eV/A) = 4.0
- SMILES string = C1CN2CCC1N2.C=O
- calculated total energy (eV) = -11440.60963
- orbital gap (hartree) = 0.365

These are the Löwdin partial charges, in e, on atoms 1 to 4: C -0.12; C -0.16; C -0.25; C -0.10

***

# 10
Here is 2 unconnected molecules or ions with the total composition C6H12N2O2 at a distorted geometry from OMol25. Energies are from ωB97M-V/def2-TZVPD.

ORCA input file:
```
! RIJCOSX wB97M-V def2-TZVPD def2/J DEFGRID3
* xyz 0 1
C 0.083 2.074 1.956
C 0.410 0.792 1.917
C 1.694 0.937 -0.262
C -0.971 -1.316 -2.270
C -2.005 0.176 -0.721
C 0.999 0.124 0.795
N -1.769 -0.995 -1.137
N 0.882 -1.145 0.663
O 1.344 -1.841 -0.215
O 0.453 -1.832 1.818
H -0.505 2.451 2.823
H 0.280 2.754 1.225
H -0.231 0.056 2.467
H 0.938 1.333 -1.031
H 2.250 1.735 0.233
H 2.292 0.166 -0.899
H -0.598 -0.498 -2.945
H 0.091 -1.619 -1.874
H -1.479 -2.022 -2.832
H -1.479 1.091 -1.223
H -2.706 0.202 0.098
H 0.029 -2.623 1.414
*
```

- F_max (eV/A) = 4.7
- SMILES string = C=C/C(C)=[N+](/[O-])O.C=NC
- calculated total energy (eV) = -13485.91803
- orbital gap (spin up / spin down) (hartree) = 0.321 / 0.321

These are the Löwdin partial charges, in e, on atoms 1 to 4: C 0.03; C -0.12; C -0.01; C -0.17

***

# 11
Here is 2 unconnected molecules or ions with the total composition C6H12N2O2 at a distorted geometry from OMol25. Energies are from ωB97M-V/def2-TZVPD.

ORCA input file:
```
! RIJCOSX wB97M-V def2-TZVPD def2/J DEFGRID3
* xyz 0 1
N 1.136 -1.240 -1.087
C 0.900 0.106 -0.611
C -0.154 0.125 0.511
C -1.430 -0.587 0.129
C -2.730 -0.212 0.801
C -2.504 0.111 -0.649
O -2.273 1.433 -1.028
C 2.143 0.792 -0.131
N 2.925 1.677 -0.029
H 1.822 -1.286 -1.831
H 1.387 -1.881 -0.336
H 0.524 0.718 -1.446
H 0.270 -0.354 1.407
H -0.368 1.169 0.773
H -1.304 -1.644 -0.110
H -3.438 -0.999 1.061
H -2.700 0.632 1.493
H -3.047 -0.484 -1.391
H -3.099 1.920 -0.977
O 3.887 -0.140 1.492
H 4.066 0.917 1.186
H 3.988 -0.772 0.773
*
```

- F_max (eV/A) = 4.9
- SMILES string = N#C[C@@H](N)C[C@H]1C[C@H]1O.O
- calculated total energy (eV) = -13489.40518
- orbital gap (hartree) = 0.392

These are the Löwdin partial charges, in e, on atoms 1 to 4: N 0.05; C -0.37; C -0.13; C -0.24

***

# 12
Here is 2 unconnected molecules or ions with the total composition C6H12N2O2Si2 at a distorted geometry from OMol25. Energies are from ωB97M-V/def2-TZVPD.

ORCA input file:
```
! RIJCOSX wB97M-V def2-TZVPD def2/J DEFGRID3
* xyz 0 1
C 0.584 -0.443 0.584
C 0.474 -0.717 -0.725
C 1.815 -0.702 1.298
C 2.720 -1.580 -0.875
C -0.571 1.898 2.134
C -2.232 1.362 -1.979
N 1.491 -1.301 -1.434
N 2.840 -1.132 0.493
O 1.968 -0.536 2.487
O 3.605 -2.173 -1.421
Si -0.774 0.066 1.789
Si -1.684 -0.427 -2.069
H -1.258 2.178 3.000
H 0.368 2.089 2.483
H -0.759 2.635 1.333
H -1.406 1.945 -1.786
H -2.743 1.862 -2.747
H -2.812 1.466 -1.001
H 1.138 -1.720 -2.223
H 3.704 -1.326 0.928
H -0.760 -0.685 2.898
H -2.245 -0.279 1.055
H -2.566 -1.258 -1.317
H -0.897 -1.222 -2.903
*
```

- F_max (eV/A) = 5.0
- calculated total energy (eV) = -29245.14420
- orbital gap (hartree) = 0.319

These are the Löwdin partial charges, in e, on atoms 1 to 4: C -0.30; C -0.17; C -0.54; C -0.47

***

What is the formula in the fourth record?
C6H12N2O